The following is a DFT calculation (ωB97M-V/def2-TZVPD) of a structure of composition CrH14O7 at a distorted geometry.

```
22
Properties=species:S:1:pos:R:3:forces:R:3
Cr -0.059345 -0.058781 0.025952 -0.1 2.7 -0.3
O 0.161608 1.772787 -1.148657 0.1 -0.1 -0.1
H 0.954415 2.053538 -1.644577 -0.2 -0.1 0.2
H -0.576247 2.337938 -1.451366 0.2 -0.3 0.0
O -0.536617 -0.921080 1.897081 -0.2 -0.5 0.3
H -1.319229 -0.732262 2.456093 0.3 -0.1 -0.3
H -0.124988 -1.733746 2.257551 -0.2 0.3 -0.2
O 0.675509 1.342311 1.369506 0.3 0.0 0.3
H 0.435400 1.515546 2.303437 0.2 -0.3 -0.3
H 1.483798 1.861314 1.182830 -0.4 0.0 0.0
O 1.976093 -0.077831 -0.572197 0.5 -0.2 0.1
H 2.315865 -0.397549 -1.436081 -0.1 0.1 0.4
H 2.746973 -0.102424 0.037197 -0.4 0.0 -0.3
O -0.890762 -0.556496 -1.804862 -0.4 -0.5 -0.2
H -1.795884 -0.874922 -2.016214 0.4 0.1 0.1
H -0.342068 -0.774880 -2.586988 -0.2 0.0 0.3
O -1.867201 0.880154 0.393304 -0.3 -0.2 0.1
H -1.922522 1.724481 0.886785 0.0 -0.3 -0.2
H -2.785384 0.557214 0.262222 0.4 0.1 0.1
O 0.446817 -2.211634 -0.180641 0.1 -1.1 0.2
H 1.272475 -2.703257 0.010678 -0.3 0.2 -0.1
H -0.248707 -2.900420 -0.241050 0.4 0.2 0.0
```
Positions in Å, forces in eV/Å.

Output
Charge: +3
Kohn-Sham gap (spin up / spin down) (eV): 9.6 / 10.8
HOMO level (spin up / spin down) (eV): -24.44 / -24.45
Max |F| (Eh/bohr): 0.053
Multiplicity: 4